[1]
{"formula": "C45H71N8O2PTi", "method": "wB97M-V/def2-TZVPD", "e_above_lowest_kcal_mol": 4.5, "multiplicity": 2, "total_charge": 3, "homo_lumo_gap_ev": [6.76, 5.66], "lumo_energy_ev": [-7.9935, -9.2068], "e_homo_ev": [-14.750, -14.871], "symbols": ["Ti", "C", "C", "N", "C", "C", "C", "C", "C", "C", "C", "N", "C", "C", "N", "N", "H", "H", "H", "H", "H", "H", "H", "H", "H", "H", "H", "H", "H", "H", "H", "H", "H", "H", "C", "C", "C", "C", "C", "C", "C", "N", "C", "C", "C", "C", "C", "C", "O", "C", "C", "C", "C", "C", "C", "C", "C", "C", "O", "C", "C", "C", "C", "C", "C", "H", "H", "H", "H", "H", "H", "H", "H", "H", "H", "H", "H", "H", "H", "H", "H", "H", "H", "H", "H", "H", "H", "H", "H", "H", "H", "H", "H", "H", "H", "H", "H", "H", "H", "H", "H", "H", "H", "H", "H", "C", "N", "C", "N", "C", "N", "C", "P", "C", "C", "H", "H", "H", "H", "H", "H", "H", "H", "H", "H", "H", "H", "H"], "xyz": [[-0.506, 0.498, -0.736], [0.174, -2.111, -2.715], [1.319, -1.126, -2.592], [0.795, 0.267, -2.519], [0.260, 0.738, -3.827], [-1.098, 1.362, -3.667], [-1.713, 2.100, -4.669], [-2.951, 2.661, -4.409], [-3.536, 2.489, -3.157], [-2.861, 1.746, -2.215], [-3.310, 1.520, -0.796], [-2.730, 0.217, -0.373], [-3.459, -0.850, -1.113], [-1.784, -2.966, -1.584], [-0.750, -1.928, -1.583], [-1.677, 1.171, -2.485], [0.588, -3.124, -2.748], [-0.386, -1.962, -3.641], [2.002, -1.231, -3.437], [1.888, -1.317, -1.678], [1.580, 0.866, -2.275], [0.194, -0.103, -4.519], [0.951, 1.454, -4.274], [-1.225, 2.243, -5.623], [-3.455, 3.243, -5.169], [-4.491, 2.938, -2.919], [-4.398, 1.523, -0.700], [-2.913, 2.313, -0.161], [-2.864, 0.100, 0.629], [-4.523, -0.585, -1.065], [-3.168, -0.782, -2.164], [-2.161, -3.081, -2.609], [-1.343, -3.924, -1.304], [-0.214, -2.094, -0.735], [4.179, 6.347, 1.312], [4.224, 4.820, 1.378], [5.448, 4.332, 0.587], [4.359, 4.396, 2.849], [2.970, 4.173, 0.795], [2.856, 2.808, 0.766], [1.691, 2.228, 0.219], [1.362, 0.938, 0.100], [1.960, -0.156, 0.728], [3.310, -0.381, 0.964], [3.692, -1.534, 1.633], [2.681, -2.401, 2.050], [1.313, -2.216, 1.832], [0.962, -1.069, 1.116], [-0.297, -0.704, 0.698], [0.365, -3.293, 2.367], [-1.105, -2.886, 2.311], [0.694, -3.590, 3.839], [0.547, -4.568, 1.533], [5.151, -1.873, 1.925], [6.101, -0.795, 1.402], [5.342, -1.996, 3.445], [5.503, -3.207, 1.251], [0.605, 3.054, -0.220], [-0.470, 2.345, -0.593], [0.703, 4.443, -0.226], [1.896, 4.953, 0.275], [-0.425, 5.340, -0.738], [-1.655, 5.175, 0.166], [-0.026, 6.817, -0.731], [-0.767, 4.949, -2.185], [5.098, 6.748, 1.737], [3.350, 6.759, 1.890], [4.112, 6.712, 0.285], [6.350, 4.790, 0.991], [5.371, 4.608, -0.466], [5.569, 3.249, 0.651], [5.249, 4.853, 3.279], [4.458, 3.314, 2.954], [3.495, 4.719, 3.432], [3.642, 2.187, 1.164], [4.048, 0.310, 0.589], [2.980, -3.295, 2.580], [-1.290, -1.952, 2.844], [-1.702, -3.673, 2.779], [-1.437, -2.764, 1.278], [0.612, -2.687, 4.446], [1.698, -3.992, 3.966], [-0.002, -4.331, 4.231], [0.298, -4.387, 0.481], [-0.099, -5.364, 1.908], [1.574, -4.931, 1.569], [5.914, 0.172, 1.874], [6.033, -0.682, 0.318], [7.127, -1.076, 1.636], [5.092, -1.060, 3.946], [6.382, -2.234, 3.668], [4.724, -2.786, 3.872], [5.376, -3.145, 0.168], [4.889, -4.028, 1.622], [6.544, -3.459, 1.454], [2.013, 6.025, 0.293], [-1.426, 5.477, 1.188], [-2.000, 4.142, 0.187], [-2.469, 5.804, -0.196], [0.181, 7.179, 0.276], [-0.851, 7.409, -1.126], [0.845, 7.008, -1.360], [-1.097, 3.912, -2.257], [0.100, 5.087, -2.834], [-1.567, 5.590, -2.558], [-5.532, -5.283, -0.680], [-5.958, -3.837, -1.036], [-6.397, -3.149, 0.277], [-5.388, -3.238, 1.264], [-5.027, -4.630, 1.528], [-4.533, -5.260, 0.315], [-3.298, -4.628, -0.161], [-3.410, -2.746, -0.612], [-4.874, -3.084, -1.738], [-4.242, -2.367, 1.050], [-5.182, -5.742, -1.604], [-6.435, -5.784, -0.331], [-6.769, -3.884, -1.656], [-7.297, -3.676, 0.595], [-6.641, -2.116, 0.033], [-5.905, -5.167, 1.889], [-4.259, -4.663, 2.298], [-2.961, -5.192, -1.036], [-2.528, -4.755, 0.606], [-4.519, -3.703, -2.565], [-5.310, -2.178, -2.154], [-4.578, -1.328, 1.076], [-3.539, -2.514, 1.866]], "forces_ev_per_angstrom": [[0.0, -0.6, -0.1], [0.0, 0.0, 0.0], [0.0, -0.1, 0.0], [0.0, 0.1, 0.0], [-0.1, 0.0, 0.0], [0.1, 0.0, 0.0], [0.0, 0.0, 0.0], [0.0, 0.0, 0.0], [0.0, 0.0, 0.0], [0.0, 0.0, 0.0], [0.0, 0.1, 0.1], [0.0, 0.1, 0.0], [-0.1, -0.1, 0.0], [0.0, -0.1, 0.0], [0.1, 0.2, 0.0], [-0.1, 0.1, -0.1], [0.0, 0.0, 0.0], [0.0, 0.0, 0.0], [0.0, 0.0, 0.0], [0.0, 0.0, 0.0], [0.0, 0.0, 0.0], [0.0, 0.0, 0.0], [0.0, 0.0, 0.0], [0.0, 0.0, 0.0], [0.0, 0.0, 0.0], [0.0, 0.0, 0.0], [0.0, 0.0, -0.1], [0.0, 0.0, 0.0], [0.0, 0.0, 0.0], [0.0, 0.0, 0.0], [0.0, 0.0, 0.0], [0.0, 0.0, 0.0], [0.0, 0.0, 0.0], [0.0, 0.0, 0.0], [0.0, 0.0, 0.0], [0.0, 0.0, 0.0], [0.0, 0.0, 0.0], [0.0, 0.0, 0.0], [0.0, -0.1, 0.0], [0.0, 0.1, 0.0], [-0.1, -0.1, 0.0], [0.1, 0.0, 0.0], [-0.1, -0.1, 0.1], [0.0, 0.1, -0.1], [-0.1, 0.0, 0.0], [0.1, 0.1, 0.0], [-0.1, 0.0, -0.1], [0.3, 0.1, 0.0], [-0.1, -0.1, 0.2], [0.0, 0.0, 0.0], [0.0, 0.0, 0.0], [0.0, 0.0, 0.0], [0.0, 0.0, 0.0], [0.0, 0.0, 0.0], [0.0, 0.0, 0.0], [0.0, 0.0, 0.0], [0.0, 0.0, 0.0], [0.1, 0.2, 0.1], [0.0, 0.2, 0.0], [-0.1, 0.0, -0.1], [0.0, 0.0, 0.0], [0.0, 0.0, 0.0], [0.0, 0.0, 0.0], [0.0, 0.0, 0.0], [0.0, 0.0, 0.0], [0.0, 0.0, 0.0], [0.0, 0.0, 0.0], [0.0, 0.0, 0.0], [0.0, 0.0, 0.0], [0.0, 0.0, 0.0], [0.0, 0.0, 0.0], [0.0, 0.0, 0.0], [0.0, 0.0, 0.0], [0.0, 0.0, 0.0], [0.0, 0.0, 0.0], [0.0, 0.0, 0.0], [0.0, 0.0, 0.0], [0.0, 0.0, 0.0], [0.0, 0.0, 0.0], [0.0, 0.0, 0.0], [0.0, 0.0, 0.0], [0.0, 0.0, 0.0], [0.0, 0.0, 0.0], [0.0, 0.0, 0.0], [0.0, 0.0, 0.0], [0.0, 0.0, 0.0], [0.0, 0.0, 0.0], [0.0, 0.0, 0.0], [0.0, 0.0, 0.0], [0.0, 0.0, 0.0], [0.0, 0.0, 0.0], [0.0, 0.0, 0.0], [0.0, 0.0, 0.0], [0.0, 0.0, 0.0], [0.0, 0.0, 0.0], [0.0, 0.0, 0.0], [0.0, 0.0, 0.0], [0.0, 0.0, 0.0], [0.0, 0.0, 0.0], [0.0, 0.0, 0.0], [0.0, 0.0, 0.0], [0.0, 0.0, 0.0], [0.0, 0.0, 0.0], [0.0, 0.0, 0.0], [0.0, 0.0, 0.0], [0.0, -0.1, 0.0], [0.0, 0.0, 0.0], [0.0, 0.0, 0.0], [0.0, 0.0, 0.0], [0.0, 0.0, 0.0], [0.0, 0.0, 0.0], [0.0, 0.0, 0.0], [0.0, 0.1, 0.0], [0.1, 0.1, 0.0], [0.1, 0.0, -0.1], [0.0, 0.0, 0.0], [0.0, 0.0, 0.0], [0.0, 0.0, 0.0], [0.0, 0.0, 0.0], [0.0, 0.0, 0.0], [0.0, 0.0, 0.0], [0.0, 0.0, 0.0], [0.0, 0.0, 0.0], [0.0, 0.0, 0.0], [0.0, 0.0, 0.0], [0.0, 0.0, 0.0], [0.0, 0.0, 0.0], [0.0, 0.0, 0.0]]}



[2]
{"formula": "C45H75FIN9O10S", "method": "wB97M-V/def2-TZVPD", "smiles": "C#CCCCc1c(N)c(OCC)cc2c1N(F)c1c(CCCOC(C)=O)ccc(I)c1S2.CN(C)C=O.CN(C)C=O.CN(C)C=O.CN(C)C=O.CN(C)C=O.CN(C)C=O.CN(C)C=O", "homo_lumo_gap_ev": 8.46, "lumo_energy_ev": 0.2069, "e_homo_ev": -8.250, "symbols": ["C", "C", "C", "C", "C", "C", "C", "N", "C", "O", "C", "C", "C", "C", "C", "N", "F", "C", "C", "C", "C", "C", "O", "C", "C", "O", "C", "C", "C", "I", "C", "S", "H", "H", "H", "H", "H", "H", "H", "H", "H", "H", "H", "H", "H", "H", "H", "H", "H", "H", "H", "H", "H", "H", "H", "H", "H", "H", "C", "N", "C", "C", "O", "H", "H", "H", "H", "H", "H", "H", "C", "N", "C", "C", "O", "H", "H", "H", "H", "H", "H", "H", "C", "N", "C", "C", "O", "H", "H", "H", "H", "H", "H", "H", "C", "N", "C", "C", "O", "H", "H", "H", "H", "H", "H", "H", "C", "N", "C", "C", "O", "H", "H", "H", "H", "H", "H", "H", "C", "N", "C", "C", "O", "H", "H", "H", "H", "H", "H", "H", "C", "N", "C", "C", "O", "H", "H", "H", "H", "H", "H", "H"], "xyz": [[-0.539, 2.035, 6.742], [-0.387, 1.154, 5.945], [-0.029, 0.110, 4.961], [0.986, 0.728, 3.965], [1.181, -0.061, 2.665], [-0.061, -0.546, 1.946], [-1.158, 0.284, 1.666], [-1.111, 1.656, 2.090], [-2.264, -0.214, 0.977], [-3.325, 0.599, 0.627], [-2.919, 1.523, -0.408], [-2.993, 0.917, -1.819], [-2.347, -1.546, 0.595], [-1.271, -2.366, 0.863], [-0.126, -1.888, 1.510], [1.000, -2.736, 1.723], [0.787, -3.608, 2.826], [1.387, -3.463, 0.567], [2.730, -3.477, 0.161], [3.754, -2.703, 0.979], [3.716, -1.226, 0.538], [4.861, -0.396, 1.145], [5.307, 0.626, 0.218], [4.316, 1.508, -0.095], [3.584, 1.405, -1.428], [4.024, 2.405, 0.657], [3.098, -4.168, -0.990], [2.142, -4.855, -1.724], [0.807, -4.865, -1.345], [-0.609, -5.897, -2.522], [0.447, -4.165, -0.204], [-1.247, -4.077, 0.352], [-0.796, 2.624, 7.594], [-0.939, -0.261, 4.481], [0.449, -0.678, 5.551], [0.680, 1.758, 3.777], [1.947, 0.789, 4.488], [1.860, -0.884, 2.886], [1.716, 0.587, 1.955], [-1.937, 2.145, 1.761], [-1.206, 1.656, 3.103], [-1.900, 1.896, -0.252], [-3.575, 2.395, -0.314], [-1.982, 0.637, -2.137], [-3.303, 1.694, -2.524], [-3.660, 0.055, -1.884], [-3.216, -1.915, 0.062], [4.748, -3.123, 0.796], [3.502, -2.797, 2.037], [3.845, -1.208, -0.551], [2.719, -0.839, 0.758], [4.613, 0.058, 2.109], [5.700, -1.065, 1.318], [3.313, 2.384, -1.810], [2.703, 0.785, -1.227], [4.220, 0.833, -2.112], [4.137, -4.152, -1.305], [2.474, -5.362, -2.626], [8.603, 0.853, 5.593], [7.956, 0.327, 4.402], [8.312, 0.872, 3.101], [7.037, -0.654, 4.459], [6.475, -1.137, 3.490], [8.399, 1.920, 5.687], [9.681, 0.700, 5.522], [8.231, 0.347, 6.481], [7.426, 1.290, 2.618], [8.706, 0.078, 2.465], [9.062, 1.649, 3.221], [6.835, -1.000, 5.486], [-6.821, 0.194, 1.775], [-7.160, -0.307, 0.458], [-8.460, -0.923, 0.247], [-6.304, -0.220, -0.577], [-6.528, -0.624, -1.705], [-6.854, -0.621, 2.500], [-7.535, 0.966, 2.072], [-5.819, 0.621, 1.768], [-8.329, -1.950, -0.093], [-9.003, -0.371, -0.524], [-9.030, -0.921, 1.171], [-5.351, 0.260, -0.310], [-3.459, -4.120, -5.290], [-2.724, -4.549, -6.465], [-2.828, -3.772, -7.688], [-1.942, -5.647, -6.462], [-1.304, -6.050, -7.414], [-4.529, -4.105, -5.508], [-3.140, -3.117, -4.999], [-3.277, -4.800, -4.460], [-3.221, -4.398, -8.490], [-1.841, -3.415, -7.984], [-3.490, -2.923, -7.530], [-1.931, -6.163, -5.487], [-13.481, -3.255, -0.318], [-12.295, -2.906, 0.438], [-12.201, -1.585, 1.034], [-11.273, -3.770, 0.606], [-10.255, -3.538, 1.228], [-13.598, -2.570, -1.160], [-14.362, -3.185, 0.324], [-13.402, -4.271, -0.698], [-11.330, -1.062, 0.639], [-12.087, -1.675, 2.115], [-13.099, -1.014, 0.809], [-11.447, -4.742, 0.114], [0.769, 4.449, -3.221], [-0.147, 3.582, -3.935], [0.384, 2.456, -4.691], [-1.480, 3.781, -3.924], [-2.294, 3.087, -4.501], [1.470, 4.904, -3.924], [1.328, 3.871, -2.482], [0.221, 5.238, -2.709], [0.106, 2.553, -5.740], [-0.037, 1.525, -4.310], [1.468, 2.426, -4.608], [-1.784, 4.658, -3.325], [7.095, 3.465, -3.499], [6.260, 2.812, -4.489], [6.872, 1.901, -5.443], [4.932, 3.019, -4.555], [4.180, 2.500, -5.357], [7.855, 4.070, -3.998], [7.587, 2.715, -2.877], [6.492, 4.111, -2.863], [6.693, 2.256, -6.458], [6.427, 0.910, -5.344], [7.942, 1.840, -5.261], [4.567, 3.726, -3.788], [3.636, 3.664, 3.314], [3.983, 4.007, 4.680], [3.082, 4.838, 5.460], [5.122, 3.571, 5.243], [5.486, 3.814, 6.379], [3.532, 4.574, 2.721], [2.689, 3.120, 3.308], [4.408, 3.038, 2.871], [3.599, 5.746, 5.777], [2.761, 4.298, 6.352], [2.213, 5.102, 4.863], [5.721, 2.948, 4.557]], "forces_ev_per_angstrom": [[-0.4, -0.1, 0.5], [0.2, -0.4, -0.4], [0.3, 0.9, 0.5], [-0.2, -0.1, 0.2], [0.1, 0.6, -0.1], [0.0, -0.8, 0.0], [0.4, 0.5, 0.3], [-0.5, -0.4, 0.1], [-0.5, -0.6, -0.3], [1.0, 0.4, 0.2], [-0.5, 0.3, -0.7], [0.5, 0.4, 0.1], [0.2, 0.0, 0.0], [0.8, -0.8, 0.1], [-0.5, 0.5, 0.5], [0.6, 1.1, -0.7], [-0.4, -0.4, 0.0], [0.3, -1.0, -0.8], [0.2, 0.4, 0.8], [-0.4, 0.0, -0.5], [0.4, -0.3, 0.0], [-0.4, -0.5, 0.0], [-0.5, -0.2, -0.5], [-0.5, 1.4, 0.1], [1.1, -1.2, 0.4], [0.2, -0.3, 0.1], [-0.4, 0.2, 0.4], [0.4, -0.2, -0.4], [0.1, -0.1, -0.1], [0.4, 0.2, 0.3], [-1.0, 0.4, 0.7], [-0.1, 0.2, -0.4], [0.1, 0.2, -0.3], [0.2, -0.1, 0.0], [-0.2, -0.3, -0.4], [0.1, -0.1, -0.1], [-0.1, 0.0, -0.1], [-0.3, -0.2, -0.2], [0.0, 0.1, 0.2], [0.0, -0.1, 0.0], [0.2, 0.2, -0.1], [-0.1, -0.2, 0.2], [-0.1, -0.3, 0.0], [-0.2, -0.3, 0.0], [-0.1, -0.2, 0.0], [0.0, 0.2, 0.0], [0.1, 0.1, 0.0], [-0.1, 0.1, 0.1], [0.2, 0.0, 0.0], [0.0, 0.0, 0.1], [0.1, 0.1, -0.1], [-0.1, 0.0, -0.2], [0.2, 0.4, -0.1], [0.0, -0.1, 0.1], [-0.1, 0.2, -0.2], [-0.3, 0.3, -0.2], [-0.1, -0.1, 0.0], [-0.2, 0.0, 0.1], [0.0, 0.0, -0.3], [0.0, 0.0, 0.2], [-0.2, -0.2, 0.0], [0.0, -0.1, 0.1], [0.1, 0.1, 0.1], [0.0, 0.0, 0.1], [0.0, 0.0, 0.1], [0.0, 0.0, 0.0], [0.1, 0.0, -0.1], [0.0, 0.1, -0.1], [0.0, 0.0, 0.1], [0.0, 0.0, 0.0], [-0.2, -0.1, -0.1], [0.0, 0.1, 0.1], [0.2, 0.0, -0.2], [0.1, 0.1, -0.1], [-0.1, -0.1, 0.0], [0.0, 0.1, 0.1], [0.1, 0.0, 0.1], [0.0, 0.0, -0.1], [-0.1, 0.0, 0.0], [-0.1, -0.1, 0.0], [0.1, 0.0, 0.0], [-0.1, 0.0, 0.1], [0.0, 0.1, -0.3], [-0.1, 0.0, 0.2], [0.1, -0.2, 0.0], [0.0, 0.0, 0.0], [0.0, 0.1, -0.1], [0.0, 0.0, 0.1], [-0.1, 0.0, 0.1], [0.0, 0.0, 0.0], [0.0, 0.1, -0.1], [0.0, 0.0, -0.1], [0.0, 0.0, 0.1], [0.0, 0.0, 0.0], [0.1, 0.2, 0.1], [-0.1, -0.1, -0.1], [0.2, -0.2, 0.1], [0.1, -0.1, 0.0], [-0.1, 0.2, 0.0], [-0.1, -0.1, 0.0], [-0.1, 0.0, -0.1], [0.0, 0.0, 0.0], [0.0, 0.1, 0.0], [0.0, 0.1, 0.0], [0.0, -0.1, 0.0], [0.0, 0.0, 0.0], [0.0, -0.2, -0.2], [0.0, 0.0, 0.1], [-0.2, 0.0, 0.0], [0.0, 0.1, 0.0], [0.1, -0.1, 0.0], [0.0, 0.0, 0.1], [0.0, 0.1, 0.0], [0.0, 0.0, 0.0], [0.0, -0.1, 0.0], [0.0, 0.0, -0.1], [0.0, 0.1, 0.0], [0.1, 0.0, 0.0], [0.0, -0.2, -0.2], [0.0, 0.1, 0.1], [-0.2, 0.0, 0.0], [-0.1, 0.1, 0.1], [0.0, -0.1, 0.0], [0.0, 0.0, 0.1], [0.0, 0.1, 0.1], [0.0, 0.0, 0.0], [0.0, -0.1, 0.0], [0.1, 0.0, -0.1], [0.0, 0.0, 0.1], [0.1, 0.0, 0.0], [-0.1, 0.1, 0.3], [0.0, 0.0, -0.1], [0.2, -0.1, 0.1], [0.1, 0.0, 0.1], [0.0, 0.0, 0.0], [0.0, -0.1, -0.1], [0.0, 0.0, -0.2], [-0.1, 0.1, 0.1], [-0.1, 0.0, 0.0], [-0.1, 0.1, 0.0], [0.0, 0.0, -0.1], [0.0, 0.0, -0.1]]}